The following is a DFT calculation (wB97M-V/def2-TZVPD) of a structure of composition C21H61AsF6O9 at a distorted geometry.

The LUMO energy comes out at -0.788 eV. The HOMO energy is -0.323 Eh. The gap between HOMO and LUMO is 8.01 eV. The spin multiplicity is 1. Its max |F| is 2.91 eV Å⁻¹.

Each line ends with the Löwdin charge.
Geometry (Å):
O -13.3424 -22.4160 2.3724  0.240
H -14.2559 -22.2598 2.7919  0.119
H -12.6757 -22.7500 2.9955  0.169
H -13.3044 -23.0546 1.6088  0.110
As -17.1845 -22.2493 0.5564  0.824
F -17.5762 -20.8971 -0.4672  -0.233
F -17.2927 -21.1773 1.9564  -0.257
F -16.7573 -23.5608 1.6380  -0.252
F -17.1292 -23.2315 -0.9403  -0.257
F -15.4923 -21.8155 0.4059  -0.250
F -18.8237 -22.7580 0.8925  -0.239
C -17.8749 -26.7695 0.0562  -0.083
C -19.1778 -26.2772 -0.6005  -0.326
O -18.9062 -25.5636 -1.7694  -0.071
H -17.1024 -25.9934 0.0381  0.042
H -17.4240 -27.4868 -0.6373  0.070
H -18.0491 -27.2448 1.0187  0.074
H -19.8876 -25.7852 0.0682  0.098
H -19.5868 -27.2351 -0.9393  0.107
H -18.1540 -24.9789 -1.6103  0.048
C -20.2524 -17.0807 1.3743  -0.084
C -19.7268 -18.4757 1.5948  -0.344
O -20.6623 -19.2719 2.3053  -0.095
H -19.7765 -16.3631 2.0430  0.069
H -21.3348 -17.1248 1.4911  0.077
H -20.0147 -16.7126 0.3742  0.058
H -18.7448 -18.4528 2.0899  0.107
H -19.5658 -19.0618 0.6754  0.105
H -20.2197 -20.0853 2.5903  0.039
C -13.8411 -26.2181 -0.3016  -0.069
C -14.1551 -24.7621 -0.0361  -0.313
O -13.0350 -23.8894 0.0499  -0.089
H -14.7437 -26.7700 -0.5616  0.069
H -13.3138 -26.7808 0.4716  0.077
H -13.1411 -26.3042 -1.1430  0.073
H -14.6528 -24.8034 0.9378  0.103
H -14.8997 -24.3841 -0.7368  0.089
H -12.6349 -23.8009 -0.8275  0.070
C -17.0763 -17.0860 -1.2638  -0.051
C -17.5095 -17.2401 -2.7284  -0.444
C -16.2935 -17.0432 -3.6395  -0.061
O -17.9496 -18.5983 -2.8633  -0.059
H -16.2121 -17.6496 -0.9195  0.062
H -17.9000 -17.3920 -0.6100  0.060
H -17.0194 -16.0147 -1.0420  0.084
H -18.2857 -16.5327 -3.0126  0.136
H -15.3970 -17.6073 -3.3828  0.057
H -15.9938 -15.9886 -3.6143  0.078
H -16.5265 -17.2423 -4.6872  0.077
H -17.4017 -19.1253 -2.2738  0.053
C -15.6420 -20.9221 5.6284  -0.044
C -15.3731 -22.4090 5.4156  -0.427
C -16.3479 -23.3325 6.0741  -0.043
O -15.3491 -22.6028 3.9533  -0.112
H -16.7225 -20.7295 5.5947  0.091
H -15.2028 -20.2106 4.9375  0.084
H -15.4815 -20.7058 6.6897  0.086
H -14.3376 -22.6367 5.6782  0.135
H -16.1355 -24.4001 6.0747  0.086
H -17.3476 -23.2212 5.6422  0.090
H -16.4878 -23.0507 7.1213  0.091
H -16.2435 -22.3318 3.6794  0.079
C -22.4181 -22.3529 3.1142  -0.052
C -21.0773 -22.8652 3.6600  -0.459
C -20.7126 -24.2725 3.2527  -0.049
O -20.0201 -21.9749 3.2192  -0.099
H -22.3892 -22.3090 2.0256  0.087
H -22.6399 -21.3764 3.5412  0.077
H -23.2209 -23.0179 3.4421  0.074
H -21.1415 -22.6525 4.7293  0.130
H -19.8738 -24.6230 3.8544  0.079
H -20.4995 -24.3160 2.1839  0.070
H -21.5345 -24.9761 3.4053  0.082
H -19.5445 -22.4363 2.5090  0.029
C -14.2954 -22.8662 -3.5545  -0.027
C -12.9493 -23.5767 -3.6939  -0.470
C -12.3090 -23.4602 -5.0867  -0.049
O -11.9989 -23.1402 -2.7176  -0.058
H -14.2678 -21.7789 -3.4756  0.062
H -14.7605 -23.2174 -2.6331  0.060
H -14.9243 -23.0480 -4.4250  0.093
H -13.2259 -24.6324 -3.5858  0.126
H -12.4115 -22.4472 -5.4799  0.085
H -12.7887 -24.1293 -5.8018  0.082
H -11.2473 -23.7116 -5.0609  0.074
H -11.1281 -23.4442 -2.9873  0.087
C -14.0183 -19.6718 -1.7910  -0.068
C -13.3404 -18.5272 -1.0594  -0.456
C -12.8192 -18.9679 0.3054  -0.064
O -12.1472 -18.1355 -1.8149  -0.073
H -14.1454 -19.5220 -2.8599  0.075
H -14.9985 -19.8543 -1.3387  0.067
H -13.4633 -20.5863 -1.5634  0.071
H -13.9037 -17.5946 -1.0135  0.126
H -12.3250 -18.1677 0.8568  0.080
H -12.2018 -19.8669 0.2526  0.076
H -13.6381 -19.2168 0.9942  0.076
H -11.6890 -18.9891 -1.8051  0.074

The following is a DFT calculation (wB97M-V/def2-TZVPD) of a cluster of 7 separate species, C21H61O26P5S2 in total at a distorted geometry.

The LUMO energy comes out at -0.023 eV. The energy above the lowest of the compared OMol25 structures with the same formula, charge and spin comes out at 27.0 kcal per mole. The SMILES is CCOS(C)(=O)=O.CCOS(C)(=O)=O.COP(=O)(OC)OC.COP(=O)(OC)OC.COP(=O)(OC)OC.COP(=O)(OC)OC.COP(=O)(OC)OC. The HOMO energy is -0.383 Eh. The gap between HOMO and LUMO is 10.39 eV. The spin multiplicity is 1. Its max |F| is 2.63 eV Å⁻¹.

Each line ends with the Löwdin charge.
Geometry (Å):
C 2.6579 -7.5268 -21.2273  -0.045
C 1.1953 -7.4669 -20.8207  -0.228
O 0.9886 -8.4516 -19.7794  -0.276
S 0.4019 -9.9106 -20.1004  0.618
C -1.2037 -9.4244 -20.7575  -0.101
O 1.1829 -10.6293 -21.0806  -0.272
O 0.0523 -10.5418 -18.8467  -0.289
H 2.8977 -6.8918 -22.0807  0.072
H 2.9326 -8.5341 -21.5487  0.054
H 3.3594 -7.3159 -20.4202  0.086
H 0.9504 -6.4862 -20.4177  0.123
H 0.5306 -7.6687 -21.6589  0.086
H -1.7375 -10.3731 -20.6655  0.067
H -1.0711 -9.1471 -21.7976  0.038
H -1.7097 -8.7216 -20.1055  0.083
C -1.1971 -9.3283 -25.6355  -0.049
C -1.9242 -8.2367 -24.8611  -0.241
O -0.9650 -7.1959 -24.5119  -0.266
S -1.3501 -6.1151 -23.3891  0.588
C -2.5184 -5.0780 -24.2722  -0.110
O -2.0847 -6.7916 -22.3519  -0.291
O -0.1509 -5.3597 -23.1665  -0.268
H -1.9738 -10.0225 -25.9552  0.085
H -0.4594 -9.8282 -25.0110  0.075
H -0.6562 -8.9415 -26.4980  0.083
H -2.8151 -7.7895 -25.2988  0.116
H -2.2069 -8.6400 -23.8857  0.099
H -3.3837 -5.6827 -24.5489  0.062
H -2.0619 -4.7864 -25.2146  0.077
H -2.8835 -4.3012 -23.6072  0.077
C -0.9727 -13.3857 -18.4314  -0.106
O -0.9331 -14.6423 -19.1098  -0.185
P -0.3055 -14.6634 -20.5674  0.393
O -0.3832 -15.9248 -21.3205  -0.224
O -1.0813 -13.4772 -21.3411  -0.226
C -0.6028 -13.0408 -22.6121  -0.101
O 1.1490 -14.0327 -20.3904  -0.223
C 2.3262 -14.8108 -20.4124  -0.107
H -1.5182 -13.5853 -17.5075  0.093
H -1.5139 -12.6025 -18.9557  0.071
H -0.0071 -13.0032 -18.1050  0.080
H -0.8196 -12.0250 -22.9319  0.074
H -1.0261 -13.7030 -23.3713  0.090
H 0.4723 -13.2244 -22.6414  0.079
H 2.4820 -15.2100 -21.4228  0.092
H 2.5132 -15.4980 -19.5953  0.095
H 3.2192 -14.1769 -20.5102  0.081
C -3.0848 -6.3879 -13.6719  -0.080
O -2.1875 -6.6077 -14.7682  -0.232
P -0.6287 -6.3528 -14.6729  0.377
O -0.2676 -4.9481 -14.4093  -0.232
O -0.0383 -7.0038 -16.0096  -0.211
C 0.2448 -6.2067 -17.1603  -0.091
O -0.0925 -7.4079 -13.5968  -0.213
C -0.5100 -8.7606 -13.5483  -0.097
H -3.6962 -7.2867 -13.6184  0.088
H -3.6904 -5.5117 -13.8882  0.090
H -2.5637 -6.2565 -12.7240  0.092
H 1.2851 -6.4622 -17.3834  0.086
H 0.3718 -5.1408 -16.9636  0.088
H -0.4063 -6.4269 -18.0005  0.085
H -0.5977 -8.9430 -12.4755  0.094
H 0.2489 -9.4178 -13.9793  0.078
H -1.4407 -9.0220 -14.0567  0.091
C 3.2715 -3.9707 -23.6334  -0.111
O 4.6853 -3.9598 -23.5660  -0.189
P 5.6003 -4.3193 -24.8076  0.374
O 4.9605 -5.2353 -25.7644  -0.238
O 5.9888 -2.9244 -25.4151  -0.193
C 5.2975 -2.3468 -26.4964  -0.112
O 6.9639 -4.7639 -24.0982  -0.189
C 7.2790 -6.1624 -24.0743  -0.098
H 2.8303 -4.7835 -23.0594  0.064
H 2.8291 -4.1343 -24.6216  0.086
H 2.8171 -3.0233 -23.3465  0.089
H 5.0152 -3.0765 -27.2545  0.085
H 5.9700 -1.6220 -26.9598  0.088
H 4.4244 -1.7402 -26.2415  0.089
H 8.2412 -6.3308 -24.5589  0.094
H 6.5394 -6.6577 -24.7042  0.041
H 7.2426 -6.6435 -23.1026  0.074
C 1.9538 -10.0350 -16.5151  -0.096
O 2.6009 -9.2404 -15.5214  -0.253
P 4.0271 -9.7078 -14.9207  0.427
O 3.9960 -10.9843 -14.1689  -0.234
O 4.5282 -8.4111 -14.1122  -0.209
C 4.2785 -8.3583 -12.7134  -0.107
O 4.9716 -9.5850 -16.2078  -0.214
C 5.0245 -8.4283 -17.0213  -0.111
H 1.2303 -9.3978 -17.0180  0.059
H 1.4680 -10.9011 -16.0688  0.096
H 2.7280 -10.2454 -17.2585  0.091
H 3.5907 -7.5070 -12.6063  0.091
H 5.1976 -8.0329 -12.2219  0.088
H 3.8232 -9.2011 -12.1985  0.086
H 4.1525 -7.7834 -16.9348  0.084
H 5.3018 -8.6010 -18.0618  0.088
H 5.8805 -7.8055 -16.7359  0.090
C 7.6303 -11.6923 -22.4562  -0.128
O 6.7594 -10.6684 -22.0513  -0.183
P 6.0322 -9.7044 -23.1005  0.397
O 5.6876 -8.3737 -22.6173  -0.210
O 4.7787 -10.6015 -23.5177  -0.223
C 3.8571 -11.1588 -22.6060  -0.107
O 6.9289 -9.7256 -24.4233  -0.218
C 6.3244 -9.3141 -25.6576  -0.081
H 8.6363 -11.6310 -22.0365  0.090
H 7.7372 -11.8140 -23.5360  0.084
H 7.3935 -12.7298 -22.1865  0.089
H 2.8883 -11.2021 -23.1022  0.084
H 3.8885 -10.7244 -21.6101  0.085
H 4.0611 -12.2330 -22.4947  0.087
H 5.2444 -9.4267 -25.7324  0.094
H 6.6479 -10.0498 -26.4029  0.091
H 6.7523 -8.3688 -25.9738  0.080